Record 1
Computed, not measured: a structure of composition C12H27AlClNO2, with wB97M-V/def2-TZVPD.

XYZ file:
```
44
Properties=species:S:1:pos:R:3:forces:R:3
Cl -3.154363 -2.645084 0.334603 0.19 0.07 -0.03
Al -2.567129 -2.061361 -1.729209 -0.13 -0.16 -0.24
O -3.733261 -2.783254 -2.863756 0.44 0.45 0.37
O 0.206640 0.838113 0.189605 0.11 1.62 -0.66
N 1.265103 1.173549 0.654319 -1.79 -4.62 1.16
C 1.263315 -0.008248 2.834324 0.08 -1.02 -0.65
C -0.138637 2.040628 2.537596 -0.54 -0.27 -0.62
C -2.487567 -0.036579 -1.768124 0.01 -0.17 0.21
C -4.371581 -1.906334 -3.746556 -0.17 -0.31 0.00
C 2.299240 2.302633 2.663344 0.30 -0.10 -0.30
C 3.748568 1.047291 0.210573 -0.09 0.28 0.47
C 2.427382 -0.872826 2.349530 0.13 0.24 -0.07
C 2.425200 -1.011815 0.827119 -0.86 -0.25 0.88
C 2.187938 0.095192 -1.409130 -0.88 -0.02 -0.05
C 1.174045 1.364210 2.156169 0.70 2.46 1.63
C 2.390823 0.328859 0.085018 2.59 0.91 -1.51
C -5.627575 -1.339227 -3.115577 0.10 -0.13 -0.09
H -2.224245 0.381841 -0.800106 0.07 -0.06 0.37
H -1.009266 1.430782 2.299751 0.03 0.01 -0.10
H 2.624732 2.999313 1.891263 0.00 0.00 0.00
H -1.737836 0.326496 -2.464494 0.17 0.02 -0.36
H 4.501086 0.497797 -0.347997 -0.11 -0.12 -0.10
H 2.345880 -1.862957 2.798196 -0.03 -0.01 0.00
H 1.944173 2.907086 3.492658 -0.18 -0.08 0.03
H 4.116505 1.117710 1.231082 -0.07 0.02 0.01
H -1.095899 -2.601042 -2.115873 0.23 -0.07 0.23
H 3.380710 -0.464378 2.694126 -0.01 0.02 -0.01
H 2.093669 1.039486 -1.946798 0.02 0.01 0.01
H 1.307297 -0.510786 -1.622971 -0.05 0.05 0.03
H 3.048498 -0.435216 -1.805365 0.12 0.00 0.12
H 0.330176 -0.553941 2.659054 -0.05 0.13 -0.09
H -4.652171 -2.448790 -4.647175 -0.04 -0.19 -0.31
H 1.557112 -1.609503 0.528565 -0.05 0.13 -0.10
H -3.438918 0.413648 -2.025436 -0.31 0.12 -0.20
H -3.703144 -1.111175 -4.080876 0.12 0.35 -0.02
H 3.700791 2.053758 -0.205966 0.00 0.00 -0.03
H -5.389758 -0.989151 -2.122326 0.01 0.31 0.34
H -0.246191 3.004738 2.038958 0.02 0.02 0.01
H -0.149021 2.209637 3.610007 0.17 -0.03 0.06
H 3.306469 -1.558804 0.496918 0.10 0.18 -0.17
H -6.350613 -2.134526 -3.003631 -0.29 -0.24 0.06
H -6.075465 -0.540702 -3.696281 -0.08 0.24 -0.17
H 1.336142 0.151071 3.909206 -0.01 0.27 0.00
H 3.171148 1.761861 3.025665 0.02 -0.04 -0.11
```
Positions in Å, forces in eV/Å.

Calculated values
- LUMO level (eV) = -4.24
- orbital gap (hartree) = 0.11206

---

Record 2
Computed, not measured: a structure of composition C12H27Cl2N2OP2Tc, with wB97M-V/def2-TZVPD.

XYZ file:
```
47
Properties=species:S:1:pos:R:3:forces:R:3
Tc 0.548416 0.274924 1.434540 0.72 -2.84 2.80
Cl 0.654250 -0.281840 -3.582650 1.09 -0.10 -0.68
Cl 2.372463 0.345227 2.734204 -0.92 0.22 -0.58
P 0.441054 -2.014449 0.294255 -0.51 -3.81 -0.78
P 0.318711 2.247644 0.368262 -0.83 4.82 -2.98
O -1.390892 -0.627453 -2.169498 0.38 0.26 -1.68
N -3.121214 0.258832 3.368736 1.98 -0.08 -0.38
N -0.993735 0.160479 2.810631 1.01 -0.74 -0.41
C -2.445823 -0.269743 4.462536 0.59 -0.07 -0.21
C 1.880331 3.213603 0.219274 0.51 -1.05 0.76
C 0.145943 -3.051153 -1.225831 -0.44 0.79 -1.54
C -1.032532 -0.338969 -3.311377 -1.33 0.78 2.48
C -1.970180 0.181053 -4.354173 -0.55 -0.51 0.47
C -2.216298 0.467375 2.395068 -1.88 0.34 -0.01
C -0.747010 -3.080170 1.225944 -0.42 1.09 0.77
C -4.512004 0.637006 3.370546 -1.12 0.34 -0.42
C -0.272679 2.506520 -1.373967 -0.16 -1.45 -0.06
C -0.888963 3.410562 1.142682 -0.13 -0.98 0.97
C 2.023769 -2.880814 0.659372 0.62 1.31 0.57
C -1.123362 -0.364586 4.134872 -0.01 0.32 -0.60
H -4.674429 1.487857 4.035883 0.13 -0.08 -0.06
H 0.404831 1.976024 -2.065495 -0.37 0.35 0.15
H 2.247744 -2.752422 1.721507 0.34 -0.21 -0.15
H -1.290749 2.083257 -1.455114 0.45 0.29 -0.18
H -5.126623 -0.194415 3.712150 0.07 -0.03 -0.07
H 1.941630 -3.945873 0.387214 -0.19 0.56 0.16
H -1.752171 -2.747705 0.929894 0.13 -0.26 0.25
H 2.347315 3.289342 1.209224 0.07 0.23 -0.33
H -1.870669 1.250046 -4.589286 0.27 -0.24 0.40
H -1.898948 3.094660 0.829776 0.39 0.30 0.13
H 0.818879 -2.816941 -2.056007 -0.14 0.16 0.16
H -1.857254 -0.333688 -5.294348 0.08 -0.31 -0.34
H -0.271330 3.597872 -1.567517 0.06 -0.59 0.31
H 2.541017 2.642636 -0.452862 -0.06 0.39 0.18
H -0.601285 -2.957753 2.301862 -0.25 -0.18 -0.01
H -0.661585 4.427417 0.786979 0.03 -0.42 0.06
H -2.950279 -0.038097 -3.906523 0.11 0.29 -0.55
H -0.804059 3.348470 2.234559 -0.16 0.35 -0.18
H 0.298996 -4.113046 -0.968869 0.14 0.67 0.38
H -2.970980 -0.539193 5.378440 0.24 0.10 -0.30
H -0.267012 -0.768455 4.667267 -0.32 0.27 -0.02
H 2.791984 -2.394738 0.042129 0.09 -0.33 0.29
H -4.810061 0.918752 2.352405 0.05 -0.13 0.33
H 1.644191 4.205005 -0.202525 -0.06 -0.47 0.17
H -0.888774 -2.951296 -1.562435 0.20 0.17 -0.01
H -2.465657 0.811526 1.383670 -0.02 -0.11 0.64
H -0.609867 -4.133892 0.934595 0.14 0.56 0.12
```
Positions in Å, forces in eV/Å.

Calculated values
- total charge = +3
- spin multiplicity = 4
- energy relative to the best compared isomer or geometry (same formula, charge and spin) (eV) = 0.4181
- LUMO level (spin up / spin down) (eV) = -13.26 / -13.27
- orbital gap (spin up / spin down) (hartree) = 0.20617 / 0.20523

---

Record 3
Computed, not measured: a structure of composition C12H27ClKNO4P, with wB97M-V/def2-TZVPD.

XYZ file:
```
47
Properties=species:S:1:pos:R:3:forces:R:3
K -3.112820 -1.819699 0.980387 -0.12 -0.06 0.03
Cl -6.205239 -2.263383 0.849353 0.03 -0.01 0.02
P 0.294775 -0.198195 0.209031 0.04 -0.02 -0.01
O -7.619369 -2.460770 0.753749 0.00 0.00 0.00
O -5.571742 -3.403153 1.487421 0.02 0.00 0.00
O -5.905211 -1.078788 1.631910 0.02 0.01 0.00
O -5.622210 -2.098337 -0.469966 0.02 0.00 -0.01
N -0.677103 -1.189791 0.844374 -0.07 0.12 -0.07
C 1.495047 0.343686 -2.462064 -0.01 -0.02 -0.02
C 0.559790 2.740882 -0.256500 0.01 -0.02 -0.01
C -0.413060 1.594636 0.037119 0.02 0.00 0.00
C 1.803712 -1.897215 -1.434691 0.00 -0.02 -0.05
C -1.177805 1.904773 1.333083 0.03 0.00 0.00
C 3.153815 0.596743 0.570139 0.00 0.01 0.01
C 1.608855 0.724200 2.517223 0.00 0.00 -0.03
C 0.839631 -0.709868 -1.564669 0.02 0.01 0.00
C -0.397812 -1.278869 -2.274447 0.03 -0.01 0.02
C 1.925126 -0.040235 1.223357 -0.01 -0.02 0.03
C 2.280323 -1.461977 1.685187 0.02 -0.05 0.02
C -1.473451 1.596147 -1.072112 -0.01 -0.05 -0.02
H 1.379664 -1.958959 2.048807 0.00 0.00 0.00
H 2.795171 -1.601629 -1.093997 -0.05 -0.03 -0.04
H 0.701297 0.333772 2.979910 -0.01 0.00 -0.01
H 3.018491 -1.402153 2.493348 0.00 0.01 0.00
H 2.438270 0.587507 3.220107 0.00 0.01 -0.01
H -0.010721 3.669476 -0.381619 0.00 0.00 0.01
H 1.400871 -2.642096 -0.746865 0.00 0.00 -0.03
H -0.081652 -1.779197 -3.196770 0.00 0.00 0.00
H 3.530704 0.009536 -0.267059 0.00 0.04 0.02
H 1.493449 1.794452 2.361080 -0.01 0.07 -0.04
H -1.128431 -0.521495 -2.545739 -0.02 0.04 0.01
H 2.966368 1.609411 0.215106 -0.01 0.03 -0.01
H -1.042834 1.523824 -2.069062 -0.01 -0.01 -0.01
H 0.807530 1.142815 -2.737067 0.01 -0.02 0.00
H -2.183662 0.778059 -0.943504 0.00 -0.01 0.01
H 1.264578 2.907743 0.555317 0.04 -0.01 0.07
H 3.961371 0.654091 1.310635 0.00 0.00 0.00
H 2.373990 0.797501 -2.005651 0.02 0.00 0.02
H -1.879982 2.726201 1.154484 0.01 0.00 0.00
H 1.820250 -0.134038 -3.394397 0.00 0.00 0.00
H -2.033108 2.536424 -1.026936 0.00 0.00 0.00
H -1.732932 1.023477 1.656520 -0.01 -0.01 -0.01
H -0.883632 -2.007535 -1.624596 0.00 0.01 0.00
H -0.523066 2.204283 2.147826 0.02 -0.01 0.02
H 1.129852 2.584240 -1.172804 -0.02 0.02 0.05
H 2.708887 -2.072009 0.893550 0.01 0.01 0.06
H 1.924031 -2.364504 -2.418503 0.00 0.00 0.00
```
Positions in Å, forces in eV/Å.

Calculated values
- total charge = -1
- energy relative to the best compared isomer or geometry (same formula, charge and spin) (eV) = 0.0000
- LUMO level (eV) = 2.64
- orbital gap (hartree) = 0.24556

---

Record 4
Computed, not measured: the ion C12H27ClNO2Si with charge +1, with wB97M-V/def2-TZVPD.

XYZ file:
```
44
Properties=species:S:1:pos:R:3:forces:R:3
Cl 3.228046 2.086191 1.687982 -0.50 -0.50 -0.37
Si -2.804381 -0.151044 0.484706 -1.79 -0.05 -0.19
O 0.137260 -0.630590 -0.568804 -0.39 0.78 1.51
O -1.192595 -0.269209 1.209628 2.05 0.38 -1.72
N 1.756398 0.308061 3.158120 -0.82 0.33 -1.09
C -0.085481 -0.004552 0.556822 -1.36 -0.52 -0.75
C 1.970580 -1.065583 3.555371 0.62 -0.64 -0.30
C 0.658375 -0.454584 -2.941852 -0.15 0.20 -0.26
C 1.521506 -0.657565 -5.383580 0.07 0.04 0.14
C -3.789720 -1.646907 0.973465 0.18 -0.26 0.21
C 2.013107 1.279999 4.198009 0.20 0.49 0.20
C -2.837354 0.019913 -1.370937 0.47 -0.09 -0.14
C -3.566166 1.395517 1.195262 0.31 0.10 0.26
C 1.852237 -0.613464 -3.894212 0.24 -0.08 0.26
C 0.790250 1.099622 1.011408 -0.82 1.69 -0.11
C 2.013730 0.697091 1.760124 1.91 -1.11 1.95
C 1.213353 -0.248769 -1.533867 -0.03 -0.02 -0.19
H 3.095499 1.483673 4.285944 -0.36 0.08 0.16
H 1.108852 1.689860 0.115082 -0.46 -0.43 0.78
H 2.523958 -0.114589 1.214502 -0.10 0.10 0.42
H 1.652635 0.883655 5.157036 0.03 0.15 -0.38
H -0.043760 -1.309413 -3.011716 0.50 0.34 0.18
H 1.462836 0.818396 -1.430449 -0.03 -0.54 0.22
H 1.811115 -1.202457 4.636280 -0.04 0.31 -0.47
H 1.297552 0.338365 -5.771380 -0.10 -0.09 0.03
H 0.677778 -1.316295 -5.592310 0.02 -0.01 -0.01
H 0.202805 1.737472 1.693858 0.10 -0.17 -0.47
H 1.268944 -1.747644 3.053794 0.22 0.12 0.00
H -4.649940 1.403636 1.010600 0.27 -0.17 -0.03
H -3.421684 1.464080 2.278247 -0.04 0.03 -0.10
H 3.006914 -1.391864 3.350518 -0.24 -0.10 0.03
H -3.570957 -2.527194 0.357232 0.07 0.17 0.11
H 2.391207 -1.033945 -5.926202 -0.13 0.05 -0.04
H -2.068378 0.689542 -1.767587 -0.10 -0.02 -0.05
H 1.488933 2.227451 3.996093 0.23 -0.29 0.12
H 2.096829 -0.864213 -1.283725 -0.56 0.17 -0.18
H 2.535890 0.232767 -3.713576 -0.02 -0.29 -0.04
H -4.862430 -1.431701 0.848014 0.33 0.08 0.02
H -3.810848 0.453015 -1.641966 0.17 -0.04 0.22
H 0.098259 0.461188 -3.219857 0.09 -0.51 0.12
H -3.631710 -1.923627 2.022011 -0.07 0.03 -0.13
H -3.163860 2.306976 0.739019 0.02 -0.11 0.08
H -2.764726 -0.938912 -1.893259 0.11 0.10 0.10
H 2.389143 -1.532348 -3.603847 -0.10 0.28 -0.11
```
Positions in Å, forces in eV/Å.

Calculated values
- total charge = +1
- energy relative to the best compared isomer or geometry (same formula, charge and spin) (eV) = 0.0000
- LUMO level (eV) = -4.10
- orbital gap (hartree) = 0.27896

---

no.,largest force on an atom (eV/Å),calculated total energy (Eh)
1,5.093,-1381.20322
2,5.730,-2340.98449
3,0.157,-2230.45392
4,2.945,-1428.14350